No. 1
Molecular formula: C3H4N2O2S
Method: DFT, wB97M-V/def2-TZVPD

The geometry in XYZ format:
```
12
Properties=species:S:1:pos:R:3:forces:R:3
O -2.06434 1.51037 0.00294 0.3 3.8 -1.5
C 0.15424 -1.26597 0.08285 -2.5 3.5 0.7
H -1.63848 2.45031 -0.20054 -1.5 -2.6 0.8
H 0.61914 -2.18466 0.19699 0.3 -1.7 0.0
C -1.05126 0.68097 -0.11010 3.0 -3.6 2.5
N 0.16481 0.98417 0.24766 0.3 2.7 -0.2
H 3.43699 -0.53418 1.00920 -2.1 1.5 -3.0
O -2.35959 -1.34021 -0.09198 -3.4 -0.9 -0.7
N 0.95825 -0.09282 0.47414 -1.8 -1.9 -2.6
H -3.12315 -0.69711 -0.29138 2.1 -1.2 0.5
S 2.54552 0.09920 -0.27728 1.3 -1.6 3.6
C -1.18512 -0.78538 -0.07578 4.1 1.9 0.0
```
Forces are in eV/Å.

For the gap between HOMO and LUMO, the calculation gives 8.880 eV. The multiplicity is 1. Its SMILES is Oc1cn(S)nc1O.

No. 2
Molecular formula: C4H6ClNO
Method: DFT, wB97M-V/def2-TZVPD

The geometry in XYZ format:
```
13
Properties=species:S:1:pos:R:3:forces:R:3
O 0.70825 0.15480 1.82387 1.9 -0.2 1.4
H -0.13788 0.43865 -1.44075 0.7 0.4 -0.4
H -0.81119 1.27288 -0.02821 0.2 0.8 0.0
C 1.84347 0.84012 -0.10939 0.8 0.0 -0.1
C -0.44444 0.34185 -0.42139 0.0 -0.9 2.0
C -1.62717 -0.56799 -0.47268 -1.5 -0.7 3.0
C 0.79862 0.00283 0.47174 0.8 -0.8 -1.4
Cl 1.44001 -1.80660 -0.05650 -0.7 1.4 0.7
H 1.64341 0.18000 2.33721 -3.0 -0.2 -2.3
H -2.10255 -0.98636 0.50158 1.3 0.9 -1.2
H -2.40829 0.02250 -0.86382 -1.1 0.7 -0.6
N 2.63644 1.48721 -0.62900 0.0 0.1 0.1
H -1.53869 -1.37990 -1.11266 0.6 -1.6 -1.2
```
Forces are in eV/Å.

For the gap between HOMO and LUMO, the calculation gives 11.448 eV. The multiplicity is 1. Its SMILES is CC[C@@](O)(Cl)C#N.

No. 3
Molecular formula: C3H9N2PS
Method: DFT, wB97M-V/def2-TZVPD

The geometry in XYZ format:
```
16
Properties=species:S:1:pos:R:3:forces:R:3
S -2.33881 1.47954 -0.23451 0.7 -1.8 0.7
H -2.44430 -1.65511 -1.67902 -0.9 -0.3 0.5
C 0.99395 1.15790 0.08297 -1.1 -1.5 1.6
N -1.26860 -1.22872 1.50594 -0.1 2.4 -2.1
H 2.89657 1.21055 -0.79741 0.4 -0.2 -0.4
H -0.26257 -1.16858 1.70755 -0.3 -0.4 0.2
H 0.40103 1.99790 0.48038 0.1 0.3 -0.9
C 2.47591 1.18590 0.19422 -1.1 -0.2 -1.0
H 2.64656 2.12730 0.61421 1.2 1.2 1.1
N 0.41169 0.03303 -0.05563 0.4 0.2 -0.8
H -0.93522 -2.28023 -0.99470 1.3 -2.5 0.7
C -1.45165 -1.47008 -1.33168 -0.5 3.4 -0.8
H -1.65587 -0.43036 2.00159 -0.4 -0.3 1.4
H -0.99184 -1.05105 -2.23055 0.4 0.0 0.2
P -1.26210 -0.21100 -0.00276 -0.5 -0.3 -0.7
H 2.78525 0.30302 0.73939 0.4 0.2 0.1
```
Forces are in eV/Å.

For the gap between HOMO and LUMO, the calculation gives 9.272 eV. The multiplicity is 1. Its SMILES is C/C=N/[P@@](C)(N)=S.

No. 4
Molecular formula: CHF2P
Method: DFT, wB97M-V/def2-TZVPD

The geometry in XYZ format:
```
5
Properties=species:S:1:pos:R:3:forces:R:3
F -1.73504 2.37831 -1.59733 0.1 -0.9 1.3
H 0.11892 -0.48982 -0.25823 0.4 1.8 0.3
F -2.07901 0.39894 -0.71194 -1.0 0.7 -0.4
C -1.27148 1.42138 -0.80283 4.7 -1.6 0.0
P 0.56788 0.97382 -0.26293 -4.3 -0.1 -1.3
```
Forces are in eV/Å.

For the gap between HOMO and LUMO (alpha / beta), the calculation gives 8.091 / 8.087 eV. The multiplicity is 1. Its SMILES is FC(F)=P.

Energy list, top to bottom, in Ha: -774.76735 -746.15426 -968.76658 -579.68519
M list, top to bottom, in Da: 132.14 119.55 136.16 81.99
Relative energy (zero: lowest compared OMol25 entry of this formula, charge and spin) list, top to bottom, in kcal per mole: 100.05 45.81 10.02 25.93